ORCA calculation (ωB97M-V/def2-TZVPD) on a 2-piece molecular cluster, CH3N3O2Si overall.

```
10
Properties=species:S:1:pos:R:3:forces:R:3
C -1.98172 -2.42694 -0.36838 0.17 1.74 -1.69
N -1.75770 -3.07072 0.55835 0.57 -0.89 1.59
N 0.31963 -0.64432 0.66648 -0.41 1.41 1.13
N 1.05934 1.96289 -0.27698 0.97 -1.08 1.17
O 0.93512 2.70714 -1.22864 0.22 0.62 0.18
O 1.79142 2.07027 0.70909 -0.97 0.38 -1.28
Si 0.10340 0.40266 -0.59022 -0.52 0.13 1.13
H -0.15844 -1.52105 0.62941 -1.02 -1.65 -0.74
H 0.26753 -0.42421 1.70277 0.88 0.39 -1.64
H -0.57858 0.94428 -1.80188 0.11 -1.05 0.16
```
Forces are in eV/Å.

Values from the calculation:
energy above the lowest of the compared OMol25 structures with the same formula, charge and spin = 4.8024 eV
E_HOMO = -9.017 eV
charge = 0